The following is a DFT calculation (wB97M-V/def2-TZVPD) of a structure of composition C26H44IIrN9O2SSi4.

Element x y z (Å)
1 Ir -0.4618 -1.1046 0.4953
2 N -0.2911 0.6659 -7.3739
3 C -0.8275 0.0753 -6.2525
4 C -1.8544 -0.8664 -6.3656
5 C -2.4265 -1.4231 -5.2371
6 C -1.9807 -1.0464 -3.9777
7 C -0.9458 -0.1255 -3.8503
8 C -0.3743 0.4322 -4.9745
9 S -2.7920 -1.6919 -2.5574
10 O -3.4745 -0.5779 -1.9073
11 O -3.6459 -2.7595 -2.9737
12 N -1.5924 -2.0914 -1.5500
13 C -1.3995 -3.3980 -1.2284
14 N -1.7886 -4.4478 -1.9559
15 C -1.6571 -5.6349 -1.3940
16 C -1.1253 -5.8253 -0.1194
17 C -0.6485 -4.6948 0.5017
18 N -0.7491 -3.4959 -0.0634
19 H -0.4504 0.2218 -8.2611
20 H 0.5935 1.1335 -7.2856
21 H -2.1959 -1.1650 -7.3491
22 H -3.2170 -2.1568 -5.3171
23 H -0.5709 0.1323 -2.8673
24 H 0.4376 1.1434 -4.8764
25 H -1.9857 -6.4795 -1.9903
26 H -1.0508 -6.7995 0.3377
27 H -0.1547 -4.7419 1.4648
28 I -2.1513 -1.9023 2.6085
29 C 0.6343 -2.6717 2.7074
30 C 1.2964 -3.6594 3.4186
31 C 2.3080 -4.3482 2.7738
32 C 2.6204 -4.0223 1.4539
33 C 1.9298 -3.0084 0.8335
34 N 0.9439 -2.3399 1.4683
35 H 1.0041 -3.8923 4.4333
36 H 2.8444 -5.1386 3.2833
37 H 3.3910 -4.5514 0.9119
38 H 2.1161 -2.7356 -0.1951
39 N -4.1161 1.8007 -3.0113
40 C -3.2210 2.6225 -2.4917
41 N -3.2032 3.9049 -2.8991
42 N -2.3065 2.3136 -1.5838
43 C -1.9463 1.2542 -0.9719
44 N -1.3801 0.5160 -0.2643
45 H -4.7662 2.1190 -3.7077
46 H -4.0899 0.8160 -2.7273
47 H -3.9092 4.2719 -3.5104
48 H -2.5724 4.5406 -2.4467
49 C 4.0120 1.9226 2.1269
50 Si 3.1112 0.3213 1.7567
51 C 3.6804 -0.2749 0.0678
52 C 3.6158 -0.8358 3.1411
53 Si 0.7589 0.6648 1.5455
54 Si 0.4945 2.9470 0.7275
55 C -1.2053 3.6715 1.0480
56 C 1.6514 4.2915 1.3391
57 C 0.9589 2.7109 -1.0869
58 Si -0.2563 1.3451 3.8586
59 C 0.6750 2.8593 4.3954
60 C 0.1960 -0.0595 4.9810
61 C -2.0598 1.6946 3.6056
62 H 5.0649 1.6850 2.2998
63 H 3.6388 2.4279 3.0184
64 H 3.9728 2.6207 1.2948
65 H 4.6749 -0.7232 0.1300
66 H 3.7377 0.5675 -0.6247
67 H 3.0052 -1.0087 -0.3719
68 H 4.6857 -0.7095 3.3231
69 H 3.4378 -1.8841 2.9222
70 H 3.0936 -0.5940 4.0691
71 H -1.1885 4.2189 1.9927
72 H -2.0099 2.9439 1.0891
73 H -1.4378 4.3899 0.2601
74 H 1.5194 4.5556 2.3856
75 H 1.4020 5.1790 0.7486
76 H 2.7040 4.0836 1.1765
77 H 0.6192 1.7633 -1.5034
78 H 2.0448 2.7604 -1.1931
79 H 0.5258 3.5144 -1.6878
80 H 1.7558 2.7436 4.3188
81 H 0.4328 3.0209 5.4514
82 H 0.3717 3.7496 3.8498
83 H 1.2387 0.0241 5.2917
84 H 0.0299 -1.0282 4.5193
85 H -0.4396 -0.0058 5.8707
86 H -2.2301 2.7647 3.4928
87 H -2.6157 1.3397 4.4771
88 H -2.4629 1.1746 2.7384

Calculated values
- multiplicity = 5
- charge = +1
- F_max (eV/Å) = 0.51
- frontier orbital gap (spin up / spin down) (eV) = 7.6850 / 4.6522
- <S²> = 6.03
- lowest unoccupied orbital energy (spin up / spin down) (Ha) = -0.08735 / -0.19878

=====

The following is a DFT calculation (wB97M-V/def2-TZVPD) of a cluster of 2 separate species, C3H10N2S in total.

Element x y z (Å)
1 N -1.6663 -0.4969 2.4522
2 C -0.5050 0.3567 2.1711
3 C 0.0766 0.2799 0.7773
4 S -1.3794 0.7388 -0.4307
5 H -1.5443 -1.3740 1.9501
6 H -2.4459 -0.0812 1.9491
7 H -0.7997 1.3952 2.3380
8 H 0.2616 0.1213 2.9170
9 H 0.3114 -0.7201 0.4265
10 H 0.7639 1.0615 0.4844
11 H -0.4943 0.3255 -1.4876
12 C 1.4235 -0.6933 -2.6836
13 N 1.0245 0.3474 -2.0387
14 H 2.0411 -1.5140 -2.2987
15 H 1.5041 -0.7053 -3.7812
16 H 1.4285 0.9586 -2.7452

Calculated values
- charge = 0
- F_max (eV/Å) = 3.54
- SMILES string = NCCS.C=N
- energy above the lowest of the compared OMol25 structures with the same formula, charge and spin (kcal per mole) = 72.5
- frontier orbital gap (eV) = 8.1992
- lowest unoccupied orbital energy (Ha) = -0.00604

=====

The following is a DFT calculation (wB97M-V/def2-TZVPD) of a structure of composition C13H17ClN2O4Ti.

Element x y z (Å)
1 C 2.5366 1.4043 -3.3512
2 C 2.4253 0.0165 -3.9820
3 H 1.6996 2.0323 -3.6711
4 H 3.4699 1.8670 -3.6947
5 H 2.5565 1.4085 -2.2593
6 H 1.5010 -0.5016 -3.7401
7 H 2.4630 0.1036 -5.0707
8 H 3.2479 -0.6262 -3.6675
9 C -0.7726 2.6130 0.9433
10 C -1.7630 3.3180 1.6197
11 C -2.8683 2.6327 2.1376
12 C -2.9567 1.2527 1.9579
13 H 0.1223 3.0951 0.5346
14 H -1.6450 4.3962 1.7598
15 H -3.6386 3.1566 2.7078
16 H -3.7659 0.6739 2.4028
17 N -0.8518 1.2609 0.7801
18 C -1.9422 0.5731 1.2662
19 C -1.8817 -0.8817 1.1365
20 N -0.7238 -1.3632 0.5920
21 C -0.5209 -2.7022 0.5355
22 C -2.6788 -3.1298 1.5181
23 C -1.4757 -3.6058 0.9876
24 H 0.4078 -3.0272 0.0590
25 H -1.2586 -4.6702 0.8974
26 C -2.8695 -1.7543 1.6023
27 H -3.7790 -1.3194 2.0078
28 H -3.4576 -3.8080 1.8545
29 Ti 0.7066 0.0473 -0.0179
30 C 1.3485 -1.2343 -1.4109
31 H 0.5452 -1.4949 -2.1119
32 H 1.8805 -2.1415 -1.1016
33 H 2.0453 -0.5273 -1.8837
34 O 3.8374 0.4452 1.9957
35 Cl 2.4420 0.6133 1.8308
36 O 1.7126 1.2610 2.8803
37 O 2.1150 1.3586 0.4619
38 O 1.7866 -0.7423 1.4937

Calculated values
- charge = +2
- F_max (eV/Å) = 2.16
- energy above the lowest of the compared OMol25 structures with the same formula, charge and spin (kcal per mole) = 0.0
- frontier orbital gap (eV) = 7.1975
- lowest unoccupied orbital energy (Ha) = -0.34170

=====

The following is a DFT calculation (wB97M-V/def2-TZVPD) of a cluster of 3 separate species, C21H44BN2O6P in total.

Element x y z (Å)
1 O 7.3620 -0.9770 -0.5064
2 P 8.0565 -1.7919 -1.5180
3 O 9.5925 -2.1521 -1.2334
4 O 8.2081 -1.0427 -2.9494
5 B 7.2028 -3.4857 -1.8361
6 C 5.7164 -3.5071 -2.3090
7 C 4.7968 -2.8243 -1.3250
8 C 4.2868 -1.4782 -1.5499
9 O 3.4557 -2.6372 -1.7423
10 H 10.1233 -1.3626 -1.0675
11 H 7.4264 -0.5049 -3.1261
12 H 7.8170 -4.4810 -1.6247
13 H 5.6108 -2.9624 -3.2582
14 H 5.3695 -4.5289 -2.4747
15 H 4.9055 -3.1356 -0.2833
16 H 4.0183 -0.8812 -0.6890
17 H 4.5324 -0.9645 -2.4730
18 C -1.4651 -1.0362 -1.9081
19 C -0.4173 0.0086 -1.5244
20 C -1.0239 1.4162 -1.4874
21 C -1.3233 1.9866 -2.8707
22 C -0.0761 1.9600 -3.7505
23 C 0.5495 0.5645 -3.8682
24 N 0.7433 0.0266 -2.4767
25 O 1.8600 0.3504 -1.9362
26 C -0.3161 -0.3613 -4.7284
27 C 1.9243 0.6523 -4.5227
28 C 0.1138 -0.3694 -0.1451
29 H -1.9788 -0.8356 -2.8422
30 H -1.0145 -2.0274 -1.9717
31 H -2.2292 -1.0589 -1.1299
32 H -0.3250 2.0827 -0.9721
33 H -1.9320 1.3753 -0.8791
34 H -2.1402 1.4342 -3.3432
35 H -1.6714 3.0164 -2.7697
36 H -0.3027 2.3187 -4.7583
37 H 0.6725 2.6370 -3.3275
38 H -0.0389 -1.4043 -4.5728
39 H -0.1456 -0.1172 -5.7774
40 H -1.3816 -0.2550 -4.5479
41 H 2.5746 1.3470 -3.9996
42 H 1.7958 0.9932 -5.5516
43 H 2.4059 -0.3264 -4.5360
44 H 0.6459 -1.3202 -0.1829
45 H -0.7355 -0.4727 0.5341
46 H 0.7916 0.3836 0.2471
47 C -4.6512 1.1345 5.6266
48 C -3.5323 0.3195 4.9769
49 C -2.2145 1.1053 4.9423
50 C -2.2132 2.2439 3.9258
51 C -2.5701 1.7320 2.5332
52 C -3.9045 0.9759 2.4935
53 N -3.8737 -0.0754 3.5673
54 O -3.3669 -1.1942 3.1956
55 C -5.0878 1.9356 2.6562
56 C -4.0626 0.2656 1.1555
57 C -3.3608 -0.9580 5.7913
58 H -4.7979 2.1152 5.1870
59 H -5.5950 0.5900 5.5771
60 H -4.4001 1.2857 6.6771
61 H -1.4056 0.4094 4.7008
62 H -2.0200 1.4870 5.9480
63 H -2.9034 3.0336 4.2355
64 H -1.2224 2.7009 3.8981
65 H -2.6215 2.5562 1.8159
66 H -1.7805 1.0561 2.1897
67 H -5.9959 1.3911 2.9169
68 H -5.2563 2.4395 1.7040
69 H -4.9228 2.7105 3.3993
70 H -3.2171 -0.3835 0.9458
71 H -4.1272 1.0168 0.3649
72 H -4.9693 -0.3394 1.1285
73 H -4.2565 -1.5763 5.7351
74 H -3.1931 -0.6806 6.8338
75 H -2.5188 -1.5486 5.4435

Calculated values
- multiplicity = 3
- charge = 0
- F_max (eV/Å) = 0.47
- frontier orbital gap (spin up / spin down) (eV) = 7.4810 / 8.8041
- <S²> = 2.01
- lowest unoccupied orbital energy (spin up / spin down) (Ha) = -0.01542 / -0.01542

=====

The following is a DFT calculation (wB97M-V/def2-TZVPD) of an isolated molecule of C8H9NO5S.

Element x y z (Å)
1 C 3.5879 -0.4571 -0.5944
2 C 3.3327 -0.2659 0.8401
3 C 2.5627 -0.1209 -1.4935
4 C 2.2134 0.3662 1.1800
5 C 1.4198 0.4496 -1.0010
6 C -1.8888 -0.9075 0.5891
7 C -3.9093 -1.5711 -0.3502
8 C 0.2265 1.5313 0.7535
9 N 1.2602 0.7372 0.2899
10 O -1.9243 0.0391 -0.3315
11 O -1.0424 -1.0078 1.4167
12 O -1.2681 2.0955 -1.3851
13 O -2.2234 2.1607 0.9340
14 O -2.9384 -1.7153 0.6357
15 S -1.3077 1.6174 -0.0480
16 H 4.4478 -0.8731 -0.9070
17 H 3.9773 -0.5291 1.7743
18 H 2.7526 -0.2754 -2.5204
19 H 1.8733 0.4942 2.1616
20 H 0.9136 1.0631 -1.7844
21 H -4.8305 -2.1085 -0.2461
22 H -3.3662 -1.9315 -1.2488
23 H -4.0151 -0.5929 -0.5323
24 H 0.1464 1.8019 1.8678

Calculated values
- charge = 0
- F_max (eV/Å) = 4.65
- energy above the lowest of the compared OMol25 structures with the same formula, charge and spin (kcal per mole) = 80.2
- frontier orbital gap (spin up / spin down) (eV) = 7.3555 / 7.3514
- lowest unoccupied orbital energy (spin up / spin down) (Ha) = -0.02091 / -0.02096

=====

The following is a DFT calculation (wB97M-V/def2-TZVPD) of a cluster of 7 separate species, C20H50O11S6 in total.

Element x y z (Å)
1 C -3.9502 -1.9350 -0.5567
2 C -3.1666 -0.7595 -1.4462
3 O -2.4268 0.1863 -0.8257
4 O -3.3649 -0.8214 -2.9051
5 C -2.1122 -1.2407 -3.5526
6 C -1.8249 -2.8666 -3.3501
7 C -0.5170 -3.3827 -4.2218
8 C 0.8529 -3.5609 -3.3367
9 C 1.5230 -2.1647 -2.8012
10 O 2.5165 -2.4198 -1.7150
11 C 1.8993 -2.2646 -0.3875
12 O 0.7738 -2.8996 0.0232
13 O 2.5439 -1.3589 0.6187
14 H -3.5141 -1.9797 0.5472
15 H -3.7670 -2.9696 -1.0842
16 H -5.0921 -1.6152 -0.5308
17 H -2.1506 -1.0538 -4.7310
18 H -1.2063 -0.6003 -3.1286
19 H -2.7844 -3.4567 -3.7334
20 H -1.7257 -3.0908 -2.2057
21 H -0.8027 -4.4753 -4.6084
22 H -0.3668 -2.7455 -5.2188
23 H 0.7370 -4.3207 -2.4446
24 H 1.6561 -4.0543 -4.0697
25 H 2.1590 -1.7196 -3.7064
26 H 0.7629 -1.3291 -2.4962
27 H 2.9345 -1.9826 1.3159
28 C 2.1919 2.3486 2.8435
29 S 1.2594 3.0302 1.4513
30 O 0.6609 4.3295 1.9023
31 C -0.0537 1.7862 1.4835
32 H 3.0526 2.9940 3.0347
33 H 1.5607 2.3134 3.7346
34 H 2.5423 1.3449 2.5917
35 H -0.5445 1.7863 2.4598
36 H 0.3718 0.8012 1.2775
37 H -0.7852 2.0325 0.7103
38 C 4.6916 4.1012 0.6928
39 S 5.5061 2.7149 1.5218
40 O 5.7765 3.1315 2.9371
41 C 7.0629 2.8449 0.6095
42 H 3.7002 4.2352 1.1323
43 H 5.2753 5.0144 0.8311
44 H 4.5875 3.8798 -0.3719
45 H 7.4983 3.8368 0.7532
46 H 6.8795 2.6658 -0.4525
47 H 7.7530 2.0880 0.9896
48 C -4.5218 -5.5156 3.5335
49 S -4.3037 -3.7245 3.4043
50 O -3.9949 -3.4099 1.9705
51 C -2.7461 -3.6627 4.3224
52 H -5.4281 -5.7955 2.9910
53 H -3.6635 -6.0292 3.0937
54 H -4.6289 -5.7955 4.5841
55 H -1.9989 -4.2922 3.8331
56 H -2.9125 -4.0048 5.3466
57 H -2.3934 -2.6289 4.3398
58 C -0.7611 9.5028 3.7025
59 S 0.0257 8.6356 2.3236
60 O -0.5846 9.1564 1.0562
61 C -0.7247 7.0258 2.6673
62 H -0.4634 10.5536 3.6676
63 H -1.8480 9.4315 3.6174
64 H -0.4288 9.0646 4.6465
65 H -1.8141 7.1095 2.6468
66 H -0.3940 6.6706 3.6461
67 H -0.4012 6.3200 1.8987
68 C -2.8428 5.4831 -0.5251
69 S -2.0560 4.6160 -1.9040
70 O -2.6663 5.1367 -3.1714
71 C -2.8064 3.0061 -1.5603
72 H -2.5451 6.5339 -0.5600
73 H -3.9297 5.4118 -0.6101
74 H -2.5105 5.0450 0.4190
75 H -3.8958 3.0898 -1.5807
76 H -2.4756 2.6509 -0.5815
77 H -2.4829 2.3004 -2.3289
78 C 1.5067 -7.8012 -1.3910
79 S 2.0939 -6.8880 -2.8380
80 O 1.0817 -7.0730 -3.9293
81 C 3.4862 -7.9864 -3.1954
82 H 0.6054 -7.3122 -1.0134
83 H 1.2702 -8.8308 -1.6696
84 H 2.2758 -7.7895 -0.6151
85 H 3.1257 -9.0045 -3.3613
86 H 4.1889 -7.9687 -2.3591
87 H 3.9887 -7.6288 -4.0971

Calculated values
- charge = 0
- F_max (eV/Å) = 9.05
- frontier orbital gap (eV) = 8.2119
- lowest unoccupied orbital energy (Ha) = -0.00225

=====

The following is a DFT calculation (wB97M-V/def2-TZVPD) of a structure of composition C17H32LiN4NbO.

Element x y z (Å)
1 N -1.8972 -0.1912 0.2422
2 C -3.0832 -0.5945 0.3019
3 O -4.1021 -0.4353 0.9657
4 Li -2.6537 1.2811 1.5007
5 Nb 0.0820 0.0735 0.4237
6 N 0.0128 1.7583 -0.6253
7 N 0.6150 -1.4070 -0.7505
8 C -0.5986 2.5485 -1.7034
9 C -0.0175 -2.3701 -1.6660
10 C -0.2709 4.0354 -1.5448
11 C -0.0103 2.1104 -3.0483
12 C -2.1024 2.3708 -1.6949
13 C -0.6821 -3.4371 -0.8114
14 C 1.0173 -3.0288 -2.5719
15 C -1.0575 -1.6597 -2.5145
16 H -0.5758 4.4106 -0.5625
17 H -0.8234 4.5908 -2.3154
18 H 0.7953 4.2470 -1.6930
19 H 1.0774 2.2527 -3.0654
20 H -0.4480 2.7314 -3.8442
21 H -0.2249 1.0566 -3.2648
22 H -2.4075 1.3216 -1.7532
23 H -2.5122 2.9004 -2.5652
24 H -2.5392 2.8278 -0.7960
25 H 0.0495 -3.9135 -0.1480
26 H -1.1138 -4.2053 -1.4645
27 H -1.4833 -3.0059 -0.2012
28 H 1.7139 -3.6659 -2.0152
29 H 1.5787 -2.2872 -3.1487
30 H 0.4903 -3.6772 -3.2821
31 H -1.5532 -2.4116 -3.1450
32 H -0.5773 -0.9236 -3.1696
33 H -1.8165 -1.1695 -1.9009
34 C 1.4198 2.1288 -0.3633
35 H 1.9025 1.4266 0.3453
36 H 2.0379 2.1413 -1.2737
37 H 1.4549 3.1196 0.1078
38 C 1.9829 -1.7279 -0.3031
39 H 2.3040 -1.0495 0.5060
40 H 2.0460 -2.7541 0.0859
41 H 2.7004 -1.6224 -1.1294
42 C -1.9197 -0.8560 3.4570
43 C -0.5051 -0.4704 3.6153
44 C 0.1675 -0.4886 4.8418
45 C 1.4979 -0.1532 4.5959
46 C 1.6576 0.0741 3.2259
47 C 2.9567 0.4287 2.6026
48 N 0.4127 -0.0979 2.6104
49 H -2.2350 -1.2024 4.4556
50 H -2.0774 -1.7091 2.7824
51 H -2.6263 -0.0310 3.2250
52 H -0.3018 -0.7620 5.7895
53 H 2.2955 -0.0813 5.3278
54 H 3.3092 1.4040 2.9742
55 H 3.7146 -0.3321 2.8511
56 H 2.9237 0.4809 1.5015

Calculated values
- charge = +2
- F_max (eV/Å) = 6.43
- frontier orbital gap (spin up / spin down) (eV) = 4.0777 / 4.0771
- lowest unoccupied orbital energy (spin up / spin down) (Ha) = -0.34288 / -0.34290

=====

The following is a DFT calculation (wB97M-V/def2-TZVPD) of a cluster of 2 separate species, C14H16O in total.

Element x y z (Å)
1 C 4.4031 -1.7296 2.3439
2 C 3.2601 -1.7093 1.3844
3 C 2.4671 -0.5714 1.1533
4 C 1.6018 -0.5061 0.1019
5 C 1.2937 -1.6669 -0.6020
6 O 0.3874 -1.6047 -1.6259
7 C 1.8096 -2.9006 -0.2320
8 C 2.8836 -2.8560 0.6842
9 H 4.8931 -2.6812 2.5182
10 H 4.0743 -1.4687 3.3652
11 H 5.0672 -0.9440 1.9554
12 H 2.6166 0.3371 1.7448
13 H 1.1338 0.3917 -0.2746
14 H 0.1458 -2.4557 -1.9994
15 H 1.4964 -3.8528 -0.6294
16 H 3.3475 -3.8347 0.7987
17 C -4.4788 3.2217 -1.3969
18 C -3.2885 2.4709 -0.8286
19 C -2.1687 3.1174 -0.3393
20 C -1.1509 2.3613 0.2779
21 C -1.3312 1.0031 0.3897
22 C -2.3271 0.3184 -0.2826
23 C -3.3006 1.0587 -0.9098
24 H -5.3729 2.6419 -1.1525
25 H -4.3309 3.2454 -2.4774
26 H -4.5115 4.1995 -0.9333
27 H -2.1548 4.2040 -0.2890
28 H -0.3960 2.8409 0.8972
29 H -0.5644 0.4786 0.9412
30 H -2.2885 -0.7620 -0.3201
31 H -4.0931 0.6864 -1.5507

Calculated values
- charge = 0
- F_max (eV/Å) = 2.17
- SMILES string = Cc1ccc(O)cc1.Cc1ccccc1
- energy above the lowest of the compared OMol25 structures with the same formula, charge and spin (kcal per mole) = 21.1
- frontier orbital gap (eV) = 9.0976
- lowest unoccupied orbital energy (Ha) = 0.03048